{"formula": "C6H10N2", "method": "ωB97M-V/def2-TZVPD", "gap_ev": 9.270, "lumo_ev": 0.8803, "homo_energy_ev": -8.4, "relative_energy_kcal_mol": 81.2, "smiles": "[H]/N=C\\C=C(/C)C(=C)N", "elements": ["C", "C", "C", "N", "C", "C", "C", "N", "H", "H", "H", "H", "H", "H", "H", "H", "H", "H"], "xyz": [[-0.10253, -0.54708, 1.74761], [1.41163, 0.30226, -0.35952], [-0.15483, -0.12577, 0.33841], [2.43079, -0.57712, -0.03816], [-0.88999, -0.21944, -0.70995], [-2.55039, -0.44634, -0.22432], [1.59179, 1.51164, -0.89308], [-3.53386, 0.08746, -0.79876], [2.22905, -1.55515, -0.18129], [3.35921, -0.30187, -0.33734], [-3.27673, 0.78022, -1.50733], [-0.84756, 0.15569, -1.71690], [-2.77526, -1.19384, 0.54019], [-0.04920, 0.33464, 2.38728], [0.79418, -1.14032, 1.92676], [-0.97724, -1.13520, 2.01725], [0.76215, 2.17889, -1.05953], [2.57880, 1.89135, -1.13134]], "forces_ev_per_angstrom": [[-0.526, 0.059, 0.175], [-2.050, 0.164, 2.354], [7.047, 0.632, -2.481], [0.095, -0.097, 0.200], [-7.661, -0.408, 1.530], [2.583, -0.184, -2.121], [-0.157, -0.175, 0.080], [-0.198, 0.428, 0.305], [0.070, 0.055, -0.026], [-0.232, -0.153, -0.060], [0.172, -0.281, -0.023], [0.685, -0.093, -0.085], [0.311, 0.129, 0.087], [-0.003, -0.037, 0.084], [-0.024, 0.060, -0.056], [-0.041, 0.026, 0.131], [-0.097, 0.081, 0.223], [0.024, -0.205, -0.316]], "mulliken_charge": [-1.075, 0.516, 0.334, -0.508, -0.470, -0.016, -1.058, -0.623, 0.235, 0.215, 0.229, 0.417, 0.315, 0.273, 0.310, 0.344, 0.300, 0.263]}